Entry from OMol25: an isolated molecule of C18H16ClNO5 at a distorted geometry (ωB97M-V/def2-TZVPD).

Calculated values
- HOMO energy: -7.9 eV
- Structure (SMILES): CC(=O)O[C@@H](C(=O)NCc1ccc2c(c1)OCO2)c1ccccc1Cl
- LUMO energy: 0.66 eV
- DFT total energy: -43176.2765 eV

Structure (XYZ):
```
41
Properties=species:S:1:pos:R:3:forces:R:3
C -1.6248 -1.6720 3.9517 0.03 0.10 -0.10
C -1.3562 -0.8936 2.6969 0.17 0.09 0.45
O -0.4610 -0.1043 2.5380 -0.04 0.03 0.02
O -2.2527 -1.1830 1.7458 -0.40 -0.16 -0.36
C -1.9971 -0.5831 0.4818 0.55 0.18 -0.05
C -0.5922 -1.0407 0.0060 -0.42 0.34 0.06
O -0.1693 -2.1388 0.2843 0.09 -0.37 0.15
N 0.0412 -0.1435 -0.7634 0.20 0.24 -0.25
C 1.4004 -0.3437 -1.2186 0.08 -0.23 -0.05
C 2.3484 0.6657 -0.6207 -0.06 0.06 0.05
C 2.2440 1.0054 0.7206 -0.04 -0.10 -0.12
C 3.1033 1.9286 1.3105 0.32 0.23 -0.06
C 4.0683 2.4890 0.5100 -0.06 -0.25 -0.57
C 4.1795 2.1498 -0.8389 -0.11 0.06 0.60
C 3.3305 1.2467 -1.4282 0.22 0.17 0.07
O 5.2148 2.8504 -1.4014 -0.31 -0.32 -0.21
C 5.7571 3.6369 -0.3622 0.98 0.78 -0.11
O 5.0324 3.4112 0.8267 -0.34 -0.17 0.29
C -3.0039 -1.0595 -0.5228 -0.15 0.06 0.11
C -3.5129 -2.3500 -0.4369 0.00 0.06 -0.02
C -4.4169 -2.8190 -1.3718 0.00 -0.05 0.02
C -4.8214 -2.0039 -2.4153 0.02 0.05 0.00
C -4.3163 -0.7204 -2.5260 0.00 0.01 -0.04
C -3.4108 -0.2592 -1.5859 -0.07 -0.28 0.11
Cl -2.7921 1.3509 -1.7632 0.00 0.30 -0.08
H -2.6899 -1.8511 4.0630 -0.04 -0.05 0.05
H -1.2261 -1.1391 4.8097 0.01 0.02 -0.02
H -1.1154 -2.6305 3.8649 0.01 -0.07 -0.01
H -2.0173 0.5079 0.5914 0.00 -0.24 -0.04
H -0.3512 0.7765 -0.8925 -0.09 -0.12 0.13
H 1.4295 -0.2889 -2.3116 0.07 -0.06 0.09
H 1.6788 -1.3566 -0.9096 -0.05 0.12 -0.15
H 1.4793 0.5472 1.3291 -0.10 -0.04 0.04
H 3.0172 2.1906 2.3511 -0.01 0.04 0.16
H 3.4262 0.9951 -2.4716 -0.01 -0.04 -0.18
H 5.6944 4.7026 -0.6361 -0.07 -0.26 0.06
H 6.8141 3.3653 -0.2078 -0.27 -0.02 -0.02
H -3.1831 -2.9755 0.3768 0.02 -0.08 0.08
H -4.8031 -3.8230 -1.2877 -0.03 -0.09 0.01
H -5.5268 -2.3635 -3.1485 -0.07 -0.03 -0.07
H -4.6189 -0.0768 -3.3374 0.00 0.07 -0.05
```
Forces are in eV/Å.